Below is C3H3N3O2 in the gas phase, with properties calculated with the ωB97M-V functional and the def2-TZVPD basis.

```
11
Properties=species:S:1:pos:R:3
C -1.430 -1.096 -0.004
C -0.073 -0.664 0.313
C 0.112 0.624 0.210
H -1.650 0.823 -0.288
H -1.725 -2.202 0.096
H 2.119 1.750 0.230
N 1.214 -1.231 0.032
N 2.100 -0.466 -0.159
N 1.442 0.847 -0.211
O -2.328 -0.027 -0.211
O -0.634 1.577 0.114
```

total charge = 0
E_LUMO = -1.017 eV
E_HOMO = -9.72 eV
2S+1 = 1
structure (SMILES) = O=C1NN=N/C1=C/O
energy above the lowest of the compared OMol25 structures with the same formula, charge and spin = 125.5 kcal per mole

Below is a molecular structure, C3H3N3O2, with properties calculated with the ωB97M-V functional and the def2-TZVPD basis.

```
11
Properties=species:S:1:pos:R:3
C 0.526 0.225 -0.209
C -0.929 -1.321 0.029
C -0.887 0.651 -0.142
H 2.757 -0.744 0.278
H -1.297 -2.299 -0.023
H -2.125 2.018 0.212
N 1.656 0.924 -0.131
N -1.815 -0.372 -0.037
N -1.149 1.902 0.047
O 2.840 0.143 0.045
O 0.423 -1.126 -0.069
```

total charge = 0
E_LUMO = -0.702 eV
E_HOMO = -9.67 eV
2S+1 = 1
energy above the lowest of the compared OMol25 structures with the same formula, charge and spin = 110.9 kcal per mole